# C6H13NO3

A structure of composition C6H13NO3 in a non-equilibrium geometry (ωB97M-V/def2-TZVPD, the OMol25 dataset).

Structure (XYZ):
```
23
Properties=species:S:1:pos:R:3:forces:R:3
C -0.01952 -2.57418 -1.29081 -0.168 -0.067 -0.140
C 0.94889 -1.63512 -0.58478 0.322 0.001 0.334
C 0.41074 -0.20885 -0.46466 -0.054 0.216 0.946
N -0.76381 -0.11020 0.40301 -0.330 -0.154 -0.553
C -1.53202 1.09736 0.11299 -0.614 -0.181 -0.625
C -0.82320 2.35034 0.56989 0.309 0.251 0.900
O 0.60487 2.26045 0.60316 0.735 -1.139 1.086
C 1.47661 0.71627 0.12878 1.951 0.355 -1.724
O 2.57633 0.84028 -0.36082 -3.015 0.320 2.429
H -0.96182 -2.68594 -0.73514 0.214 -0.055 -0.155
H -0.26563 -2.20224 -2.29601 0.054 -0.127 0.219
H 0.42260 -3.57429 -1.39309 -0.152 0.273 0.019
H 1.18412 -2.01728 0.42089 -0.057 0.147 -0.212
H 1.90123 -1.59009 -1.12904 -0.247 0.031 0.118
H 0.23581 0.18375 -1.48316 -0.102 0.047 0.255
H -1.35720 -0.92656 0.31142 0.095 0.075 -0.110
H -1.75398 1.19223 -0.96605 0.071 -0.246 0.143
H -2.49635 1.03392 0.63398 0.191 0.016 -0.145
H -1.11932 3.21413 -0.04092 0.049 -0.210 0.118
H -1.13304 2.53041 1.61299 -0.076 0.233 -0.290
O 1.26862 0.39349 2.08061 -1.163 2.796 -1.038
H 0.81481 1.72499 1.96980 1.403 -2.833 -1.921
H 0.38125 -0.01288 1.89696 0.584 0.250 0.346
```
Positions in Å, forces in eV/Å.

Calculated values
Molar mass (g mol⁻¹): 147.17
Energy (eV): -14062.134
Energy relative to the best compared isomer or geometry (same formula, charge and spin) (kJ/mol): 433.75
Frontier orbital gap (eV): 10.3


# C14H24I2O7

A cluster of 3 separate species, C14H24I2O7 in total (ωB97M-V/def2-TZVPD, the OMol25 dataset).

Structure (XYZ):
```
47
Properties=species:S:1:pos:R:3:forces:R:3
C 5.02981 -0.81935 -2.59516 -0.275 -0.160 0.240
C 4.59002 0.41858 -1.82139 0.190 -0.009 -0.360
I 6.35933 1.57320 -1.38414 -0.022 -0.038 0.102
C 3.55885 1.34796 -2.49641 0.145 0.108 0.659
I 3.61541 1.33155 -4.62656 -0.057 -0.008 -0.193
C 2.17409 1.20492 -1.96681 -0.262 -0.185 -0.542
C 1.49059 0.20418 -1.40520 0.237 -0.035 0.235
C 1.79077 -1.25858 -1.30398 -0.076 0.109 -0.159
O 1.49754 -1.81072 -0.03860 0.143 -0.366 0.053
O 2.71160 -1.85377 0.71740 0.043 0.270 -0.072
C 0.28629 0.82884 -0.77449 0.657 0.463 0.210
O -0.29362 0.48985 0.20334 -0.742 -0.419 -0.039
O 0.09655 2.07113 -1.33780 0.091 0.040 -0.038
C 1.21913 2.35494 -2.09753 -0.321 -0.211 -0.200
O 1.28770 3.30437 -2.80178 0.226 0.238 0.216
H 5.43492 -1.55388 -1.89968 0.180 0.040 -0.016
H 4.17725 -1.28456 -3.09457 0.028 0.035 -0.105
H 5.77773 -0.58335 -3.34639 -0.033 -0.023 -0.060
H 4.20510 0.13451 -0.84435 0.022 0.088 0.044
H 3.83132 2.36970 -2.24782 -0.023 0.127 -0.223
H 2.81829 -1.47101 -1.58884 -0.020 0.001 0.092
H 1.15696 -1.78024 -2.02757 -0.178 -0.001 0.089
H 3.05521 -2.72907 0.48670 -0.070 -0.075 0.102
C -1.65994 1.23819 4.50252 0.058 0.023 0.031
C -1.83790 2.37732 3.51062 -0.044 -0.123 -0.056
C -2.95043 2.08655 2.51454 0.000 0.054 -0.035
O -0.61560 2.64773 2.82982 0.024 -0.038 0.038
H -1.38802 0.31990 3.97394 -0.033 -0.007 -0.007
H -0.86304 1.46830 5.20963 -0.006 0.009 -0.001
H -2.57889 1.05111 5.06033 -0.007 -0.001 -0.006
H -2.06638 3.29738 4.05246 0.015 0.013 -0.006
H -2.70705 1.19149 1.93473 -0.007 -0.017 0.022
H -3.06493 2.91625 1.81716 0.003 0.004 0.007
H -3.90264 1.92022 3.02110 0.003 -0.008 0.006
H -0.38886 1.85678 2.32486 -0.004 0.051 -0.079
C -4.56778 -1.36452 -0.45706 0.008 0.035 -0.070
C -3.39144 -2.29728 -0.69744 -0.034 0.024 0.140
C -2.91191 -2.94533 0.59194 0.057 -0.024 -0.029
O -2.32070 -1.60104 -1.33338 0.058 0.035 -0.064
H -4.27480 -0.55700 0.22029 -0.009 -0.021 0.030
H -4.89751 -0.91503 -1.39361 0.000 -0.011 -0.002
H -5.40867 -1.89599 -0.00930 0.005 -0.004 0.009
H -3.68282 -3.07315 -1.40834 0.018 0.007 -0.020
H -2.57407 -2.17838 1.29468 -0.031 0.005 0.012
H -2.07189 -3.61152 0.39550 -0.006 -0.005 -0.006
H -3.70982 -3.51763 1.06745 -0.005 0.007 0.001
H -2.03573 -0.90356 -0.73083 0.055 0.006 0.047
```
Positions in Å, forces in eV/Å.

Calculated values
Structure (SMILES): C[C@@H](I)[C@@H](I)C1=C(COO)C(=O)OC1=O.CC(C)O.CC(C)O
Molar mass (g mol⁻¹): 558.15
Energy (eV): -45437.820
Frontier orbital gap (eV): 8.6


# C14H28FN2O11S

A cluster of 3 separate species, C14H28FN2O11S in total in a non-equilibrium geometry (ωB97M-V/def2-TZVPD, the OMol25 dataset).

Structure (XYZ):
```
57
Properties=species:S:1:pos:R:3:forces:R:3
O -2.52771 -4.09564 1.05874 0.927 0.056 -0.261
C -3.23455 -3.81571 0.19144 -1.848 -0.201 -0.040
N -4.09643 -3.65118 -0.68910 0.953 -0.065 0.390
N -5.16748 -2.77252 -0.32301 -0.923 -0.808 0.801
C -4.74863 -1.68388 0.60260 0.646 2.775 2.351
O -4.07019 -0.78865 0.09034 0.283 -0.640 -1.241
O -5.09085 -1.72158 1.80082 -0.399 -1.447 -0.936
S -6.53807 -3.61446 0.19731 -2.187 0.759 -2.497
O -7.54928 -2.68382 0.61421 1.451 -0.652 0.743
O -6.97638 -4.42909 -0.91356 1.286 -0.374 1.305
F -6.10386 -4.58814 1.38298 -0.073 0.671 -0.619
C -1.79527 1.05238 1.85074 0.000 0.041 0.077
O -1.00776 1.80697 0.94537 -0.171 0.174 0.020
C -1.23958 1.44149 -0.40561 0.054 0.142 0.011
C -1.21459 2.65569 -1.31652 0.051 -0.138 -0.025
O -2.35226 3.50320 -1.20790 0.080 0.161 -0.015
C -2.49495 4.28075 -0.02900 -0.118 -0.067 -0.023
C -1.48476 5.40359 0.11988 0.073 -0.209 0.264
O -0.20741 4.90588 0.49163 0.073 -0.029 -0.322
C 0.85672 5.64042 -0.06541 -0.101 -0.143 0.191
H -1.43713 0.01903 1.90344 -0.181 -0.065 0.004
H -1.70765 1.50738 2.83818 0.161 0.035 -0.040
H -2.84873 1.06042 1.56020 0.027 -0.224 -0.039
H -2.19989 0.92808 -0.52197 0.000 -0.031 0.083
H -0.43767 0.75638 -0.70813 -0.107 -0.047 -0.215
H -1.23191 2.28875 -2.34615 -0.106 -0.008 0.010
H -0.28940 3.22382 -1.20188 0.028 -0.003 0.200
H -2.52199 3.64761 0.85817 0.221 0.022 0.062
H -3.48189 4.74307 -0.11531 0.018 0.017 -0.071
H -1.81947 6.08491 0.91324 -0.169 0.094 -0.114
H -1.42522 5.95916 -0.82300 0.019 -0.008 -0.024
H 0.73643 5.74864 -1.14969 0.001 0.100 0.000
H 1.77563 5.08480 0.12010 -0.021 0.016 0.079
H 0.93617 6.62865 0.40249 0.058 0.088 -0.122
C 0.77867 -2.80101 0.25748 -0.027 -0.030 -0.180
O 1.82812 -2.25626 -0.51965 0.146 -0.040 0.376
C 1.90609 -0.84335 -0.43103 0.132 -0.157 -0.244
C 3.34612 -0.36599 -0.40452 -0.064 0.084 -0.029
O 4.03162 -0.61533 0.81798 0.082 -0.047 -0.040
C 4.38028 -1.95750 1.12628 -0.026 0.050 0.109
C 5.46394 -2.55189 0.24639 -0.269 -0.210 -0.094
O 4.96144 -2.87799 -1.04045 0.066 0.321 -0.088
C 5.90677 -2.69070 -2.06885 -0.188 -0.129 0.086
H -0.19576 -2.56601 -0.18310 -0.043 0.022 0.144
H 0.90405 -3.88309 0.27929 0.011 0.017 -0.093
H 0.81702 -2.43182 1.28816 -0.082 0.046 -0.017
H 1.39449 -0.47123 0.46295 -0.028 -0.023 0.009
H 1.40986 -0.42941 -1.31771 0.017 0.227 0.081
H 3.32764 0.72227 -0.50285 -0.021 0.005 0.104
H 3.90998 -0.74821 -1.25638 -0.085 -0.199 -0.015
H 3.49691 -2.59614 1.15682 0.019 -0.092 -0.218
H 4.77547 -1.91828 2.14488 0.042 0.066 -0.024
H 5.83101 -3.47915 0.70546 0.113 0.099 0.172
H 6.29426 -1.84087 0.17079 0.002 0.025 -0.015
H 6.34807 -1.68853 -2.02104 0.091 -0.031 0.013
H 5.38447 -2.78630 -3.02006 -0.014 -0.078 0.031
H 6.69549 -3.44963 -2.01645 0.121 0.081 -0.054
```
Positions in Å, forces in eV/Å.

Calculated values
Total charge: -1
Molar mass (g mol⁻¹): 451.45
Energy (eV): -54024.132
Frontier orbital gap (eV): 8.0


# C36H48B2CsF4N9O7

A structure of composition C36H48B2CsF4N9O7 (ωB97M-V/def2-TZVPD, the OMol25 dataset).

Structure (XYZ):
```
107
Properties=species:S:1:pos:R:3:forces:R:3
Cs -0.53140 0.26945 -0.18683 0.519 -0.237 -0.624
C -1.43078 3.39227 3.52764 -0.031 -0.053 0.039
C -0.75722 2.32387 2.72380 0.050 0.062 0.057
N -1.28016 1.21936 2.35939 -0.215 0.201 0.199
O -2.55729 0.98347 2.74282 0.048 -0.072 0.061
B -2.97454 -0.39341 2.34871 -0.028 0.017 0.159
F -2.87615 -0.57788 0.94767 -0.210 0.023 0.183
F -4.26495 -0.55078 2.79498 -0.010 -0.027 -0.032
O -2.14543 -1.43267 3.03637 -0.022 -0.045 0.032
N -0.87963 -1.51687 2.59809 -0.121 0.028 -0.004
C -0.10202 -2.19183 3.36100 0.023 0.040 -0.040
C -0.49359 -2.88056 4.63256 -0.004 0.004 0.000
C 1.31311 -2.17082 2.94569 0.022 -0.002 0.070
N 1.74668 -1.11792 2.38521 0.006 -0.032 -0.159
O 2.83850 -0.87266 1.79093 -0.013 0.037 0.074
B 3.49852 0.57896 2.22683 0.009 0.034 -0.098
F 3.56043 0.52733 3.59246 0.005 -0.006 0.016
F 4.69620 0.56777 1.58279 -0.009 -0.008 0.001
O 2.62085 1.58408 1.67983 -0.007 -0.055 0.047
N 1.34019 1.43018 2.17212 0.082 0.019 0.168
C 0.66307 2.50256 2.29562 -0.118 0.095 0.015
C 1.18035 3.88347 2.03050 0.002 -0.031 -0.016
C 2.25254 -3.31334 3.20572 0.006 0.027 -0.007
H -2.44337 3.08054 3.76825 0.002 0.006 -0.001
H -1.47203 4.32734 2.96750 0.001 0.003 0.002
H -0.88129 3.58035 4.45305 0.003 -0.007 0.002
H -1.50640 -2.59009 4.89462 0.004 0.005 0.005
H 0.18218 -2.60471 5.44441 0.002 -0.014 0.002
H -0.46514 -3.96723 4.52516 -0.005 -0.002 -0.010
H 2.25003 3.86410 1.84832 -0.003 0.006 -0.004
H 0.96265 4.53815 2.87442 0.004 -0.007 0.010
H 0.67198 4.30305 1.15752 -0.005 0.000 0.006
H 1.88487 -3.93162 4.02034 0.003 0.008 0.012
H 3.24912 -2.94516 3.44288 0.002 -0.002 -0.009
H 2.31057 -3.92412 2.30040 -0.014 -0.011 0.011
C -0.42796 3.58482 -5.91771 0.025 0.010 -0.006
O -1.59440 3.62325 -5.11535 0.031 0.119 -0.016
C -2.77790 3.86736 -5.72557 0.010 -0.009 -0.015
C -2.90583 4.40703 -6.99935 0.018 -0.006 -0.007
C -4.16673 4.65688 -7.52643 -0.010 0.004 -0.011
C -5.30607 4.35747 -6.80014 0.004 0.001 0.000
C -5.17891 3.77986 -5.54432 0.007 0.022 0.019
C -3.93053 3.53265 -4.99495 -0.034 -0.014 -0.008
N -3.83184 2.95076 -3.70659 0.028 0.021 -0.006
C -2.97872 1.91621 -3.38913 0.006 -0.026 -0.043
N -2.64463 1.12101 -4.45701 -0.074 -0.090 0.037
C -1.49252 0.34562 -4.52551 -0.024 0.027 -0.004
C -0.72327 -0.05261 -3.46667 -0.038 -0.030 -0.121
C 0.40562 -0.83354 -3.54163 0.013 0.021 0.021
C 0.80114 -1.24114 -4.80873 0.022 -0.013 -0.007
C 0.07312 -0.86025 -5.93514 0.006 0.003 -0.003
C -1.05721 -0.07262 -5.80035 -0.017 0.011 0.064
O -1.83301 0.37285 -6.83496 -0.006 0.008 -0.018
C -1.47692 -0.03214 -8.14309 -0.013 -0.001 -0.016
N -2.57453 1.64392 -2.20728 0.077 -0.069 0.012
C -2.89951 2.54220 -1.17108 0.003 0.016 -0.011
C -3.87338 2.22399 -0.23505 0.015 0.029 0.015
C -4.17532 3.09355 0.80692 -0.011 -0.020 0.007
C -3.49804 4.29204 0.91501 -0.003 0.007 0.016
C -2.49415 4.62119 0.00681 0.017 0.009 -0.015
C -2.18488 3.74723 -1.02546 0.008 -0.014 -0.024
O -1.20681 3.96138 -1.95145 -0.017 0.006 -0.006
C -0.59454 5.23261 -1.96847 0.007 0.003 0.001
H 0.36337 3.21031 -5.27341 0.003 -0.002 -0.001
H -0.15825 4.57820 -6.28561 -0.007 0.005 0.004
H -0.56101 2.90451 -6.76339 -0.003 0.002 0.004
H -2.02541 4.65291 -7.57580 0.004 0.002 0.004
H -4.24960 5.08938 -8.51505 -0.001 0.002 0.003
H -6.28737 4.55029 -7.21135 0.002 -0.002 -0.001
H -6.05337 3.50146 -4.96974 -0.001 -0.002 -0.002
H -4.13946 3.49864 -2.91763 -0.026 -0.012 0.000
H -3.04218 1.36509 -5.35021 0.010 -0.019 0.017
H 0.95842 -1.13607 -2.65852 -0.022 -0.022 -0.010
H 1.68272 -1.85882 -4.92649 -0.002 0.001 -0.004
H 0.39977 -1.18192 -6.91341 0.000 -0.001 0.002
H -2.21129 0.41450 -8.80773 0.003 -0.002 -0.004
H -1.51004 -1.11966 -8.24186 0.003 0.002 0.006
H -0.47898 0.32539 -8.41008 0.005 0.001 0.002
H -4.37969 1.27161 -0.32288 0.012 -0.007 -0.003
H -4.92374 2.81454 1.53578 0.002 0.002 0.000
H -3.72964 4.97912 1.71891 -0.002 -0.003 0.000
H -1.96184 5.55657 0.11243 -0.001 0.002 0.001
H 0.08396 5.23044 -2.81777 0.002 -0.002 0.001
H -0.02343 5.42065 -1.05421 0.001 -0.001 0.000
H -1.33390 6.02834 -2.09782 -0.003 -0.001 0.002
C 4.40610 -3.40925 -1.45188 0.006 -0.003 -0.011
C 3.78543 -3.86570 -0.13437 0.011 0.000 -0.013
N 2.42035 -4.36432 -0.25139 -0.025 -0.006 -0.001
C 2.22717 -5.80817 -0.26721 -0.012 -0.001 0.029
C 2.53919 -6.47151 -1.60398 0.001 0.013 0.008
C 1.39938 -3.47910 -0.49976 -0.010 -0.037 0.009
C 0.01577 -4.04400 -0.69071 0.005 0.006 0.023
N 1.52626 -2.20387 -0.55075 -0.026 0.103 -0.055
H 5.39175 -2.97912 -1.27113 0.000 0.001 0.000
H 3.79029 -2.65031 -1.93517 0.027 -0.017 -0.003
H 4.51792 -4.24262 -2.14452 -0.004 -0.011 -0.011
H 3.80602 -3.04488 0.58805 0.002 0.016 -0.007
H 4.38426 -4.66771 0.30066 -0.004 -0.004 -0.011
H 1.20340 -6.02984 0.02623 0.009 -0.001 -0.002
H 2.86476 -6.23544 0.51120 0.003 -0.003 0.004
H 1.94113 -6.03288 -2.40404 -0.003 0.003 -0.003
H 2.31974 -7.53926 -1.55685 0.002 0.003 0.002
H 3.59087 -6.35772 -1.86599 0.014 0.007 -0.007
H -0.35757 -4.47957 0.23838 -0.002 -0.007 -0.003
H -0.01438 -4.81353 -1.46254 0.000 0.005 -0.007
H -0.64664 -3.23074 -0.97183 0.006 -0.002 -0.009
H 2.47666 -1.88779 -0.38130 -0.004 -0.038 0.028
```
Positions in Å, forces in eV/Å.

Calculated values
Molar mass (g mol⁻¹): 949.36
Energy (eV): -78627.266
Energy relative to the best compared isomer or geometry (same formula, charge and spin) (kJ/mol): 164.82
Frontier orbital gap (spin up / spin down) (eV): 6.3 / 7.8